C3H6N4 as an isolated structure. Source: the OMol25 dataset; level of theory: the ωB97M-V functional and the def2-TZVPD basis.

Last column: Löwdin charge in e.
Cartesian coordinates (Å):
1 C -1.510 -0.950 0.013  -0.012
2 C -0.044 -0.635 -0.032  -0.410
3 C 2.010 -0.536 -0.053  -0.248
4 H -1.611 -2.036 0.323  0.101
5 H -1.957 -0.347 0.794  0.066
6 H -2.022 -0.857 -0.929  0.072
7 H 3.077 -0.892 -0.034  0.113
8 H -0.696 2.160 0.934  0.194
9 H 0.050 2.437 -0.775  0.085
10 N 0.966 -1.443 -0.151  0.119
11 N 1.774 0.748 0.128  0.114
12 N 0.409 0.616 -0.025  -0.244
13 N -0.447 1.733 -0.191  0.050

Forces on the atoms, in the same order (eV/Å):
0.680 -1.808 0.951
-1.200 0.416 -1.317
3.463 -1.828 0.597
0.187 1.228 -0.334
-0.359 0.145 -0.126
-0.085 0.393 -0.330
-1.348 0.327 -0.084
1.248 -1.172 -4.543
-0.362 -0.621 1.044
1.770 0.566 0.707
-2.020 -2.221 -1.461
-1.522 3.475 0.782
-0.451 1.100 4.111

## Properties
2S+1: 1
highest occupied orbital energy: -0.3530 Eh
HOMO-LUMO gap: 10.348 eV
LUMO: 0.74 eV
charge: 0


One molecule with the formula C3H10SSi. Source: the OMol25 dataset; level of theory: the ωB97M-V functional and the def2-TZVPD basis.

Last column: Löwdin charge in e.
Cartesian coordinates (Å):
1 C -1.926 -0.360 -0.188  -0.243
2 Si -0.254 -1.182 0.126  0.599
3 C 1.046 0.091 -0.470  -0.763
4 C 0.686 1.560 0.108  -0.162
5 S 2.779 -0.422 0.028  0.667
6 H -2.210 -0.215 -1.153  -0.005
7 H -2.577 -1.180 0.120  0.027
8 H -2.158 0.436 0.371  -0.024
9 H -0.458 -1.924 1.336  -0.055
10 H -0.304 -2.380 -0.719  -0.045
11 H 0.947 0.110 -1.506  0.030
12 H 0.542 1.749 1.257  0.113
13 H 1.514 2.128 -0.252  0.041
14 H -0.255 1.781 -0.320  0.026
15 H 2.628 -0.192 1.263  -0.205

Forces on the atoms, in the same order (eV/Å):
1.288 -4.059 0.814
-0.978 0.591 -1.943
-0.020 0.233 4.770
0.666 -1.943 1.282
-0.302 -0.188 -2.917
-0.337 0.684 -3.007
-0.331 -0.023 0.281
-0.784 3.129 2.220
0.666 0.286 1.464
0.380 -0.104 -0.637
0.195 0.077 -1.821
0.621 -1.005 -2.022
0.156 1.078 -0.134
-0.835 0.819 -0.682
-0.384 0.426 2.330

## Properties
SMILES: C[SiH2][C@@H](C)S
2S+1: 1
highest occupied orbital energy: -0.3265 Eh
HOMO-LUMO gap: 9.722 eV
LUMO: 0.84 eV
charge: 0


One molecule with the formula C4H7NO. Source: the OMol25 dataset; level of theory: the ωB97M-V functional and the def2-TZVPD basis.

Last column: Löwdin charge in e.
Cartesian coordinates (Å):
1 C -1.500 -0.798 0.909  -0.110
2 O -1.408 0.125 -0.152  -0.192
3 C -0.193 0.022 -0.849  -0.229
4 C 0.873 0.947 -0.216  -0.145
5 C 2.244 0.446 -0.331  -0.228
6 N 3.333 0.055 -0.394  0.136
7 H -1.497 -1.832 0.528  0.094
8 H -0.676 -0.685 1.630  0.089
9 H -2.441 -0.595 1.423  0.092
10 H 0.161 -1.019 -0.855  0.122
11 H -0.389 0.314 -1.887  0.129
12 H 0.655 1.073 0.850  0.120
13 H 0.838 1.948 -0.656  0.122

Forces on the atoms, in the same order (eV/Å):
-0.084 -0.102 0.221
-0.034 0.035 -0.140
0.166 -0.039 -0.146
0.022 0.128 0.067
1.210 -0.410 -0.067
-1.318 0.418 0.014
-0.016 0.201 0.113
-0.099 -0.021 -0.110
0.115 -0.103 -0.053
-0.006 0.149 0.005
0.103 -0.015 0.195
0.001 -0.100 -0.132
-0.060 -0.141 0.031

## Properties
SMILES: COCCC#N
2S+1: 1
highest occupied orbital energy: -0.3845 Eh
HOMO-LUMO gap: 11.262 eV
LUMO: 0.80 eV
charge: 0


A 2-piece molecular cluster, C3H5NO8S overall. Source: the OMol25 dataset; level of theory: the ωB97M-V functional and the def2-TZVPD basis.

Last column: Löwdin charge in e.
Cartesian coordinates (Å):
1 N 3.962 -1.126 -0.238  -0.148
2 O 2.975 -0.782 0.616  -0.425
3 S 1.790 -0.061 -0.432  1.021
4 O 1.772 1.429 0.011  -0.413
5 O 0.344 -0.873 -0.034  -0.396
6 C -0.739 -0.593 -0.990  -0.159
7 C -2.160 -0.800 -0.133  -0.206
8 O -3.367 -0.434 -0.613  -0.059
9 O -2.077 -1.462 1.209  -0.040
10 H 3.969 -2.177 -0.339  0.085
11 H 4.866 -0.800 0.208  0.097
12 H -0.721 -1.378 -1.874  0.117
13 H -0.714 0.487 -1.451  0.115
14 H -2.832 -1.162 1.795  0.117
15 C -1.754 2.414 0.521  -1.194
16 O -1.450 1.964 -0.573  -0.148
17 O -2.631 3.263 0.723  -0.200
18 O -1.233 2.092 1.594  -0.166

Forces on the atoms, in the same order (eV/Å):
3.275 -1.549 -1.012
-2.932 0.251 1.312
-1.363 5.647 0.900
0.053 -5.817 -1.437
1.428 0.774 -0.361
-1.346 -0.604 -0.281
-5.711 2.048 -0.807
7.832 -2.860 2.930
-0.375 1.728 -2.794
0.224 1.446 0.376
-1.441 -0.685 -0.719
-0.062 0.999 1.870
-0.533 -1.450 1.759
1.039 0.054 -1.604
-0.958 1.572 2.930
1.463 -2.020 -5.001
-4.399 3.881 -1.679
3.806 -3.416 3.619

## Properties
2S+1: 1
highest occupied orbital energy: 0.1075 Eh
HOMO-LUMO gap: 1.749 eV
LUMO: 4.67 eV
charge: -2


One molecule with the formula C5H7NO2. Source: the OMol25 dataset; level of theory: the ωB97M-V functional and the def2-TZVPD basis.

Last column: Löwdin charge in e.
Cartesian coordinates (Å):
1 N 1.286 -0.436 0.181  -0.045
2 C 0.695 -0.340 1.593  -0.248
3 C 0.081 0.818 -0.019  -0.244
4 C -1.201 0.344 -0.519  -0.147
5 C 0.547 2.055 -0.221  0.043
6 C -1.781 -0.842 -0.344  0.045
7 O 1.470 -1.668 -0.547  0.006
8 O 0.217 -1.332 2.053  -0.001
9 H 0.913 -2.290 -0.045  0.090
10 H 2.155 0.086 0.083  0.145
11 H -1.717 1.095 -1.114  0.110
12 H 1.500 2.396 0.158  0.066
13 H -0.061 2.777 -0.751  0.070
14 H -2.750 -1.042 -0.780  0.063
15 H -1.355 -1.622 0.270  0.047

Forces on the atoms, in the same order (eV/Å):
-0.689 0.023 -0.098
0.087 0.222 1.128
1.027 -0.398 -1.078
-0.340 -0.322 -0.054
-0.023 -0.475 0.130
0.095 0.246 0.070
-0.327 0.901 0.065
0.122 -0.186 -0.455
0.014 0.116 0.111
-0.028 -0.055 0.033
0.030 -0.017 0.093
0.066 -0.076 -0.071
-0.127 -0.027 0.175
0.033 0.030 -0.063
0.059 0.018 0.013

## Properties
2S+1: 1
highest occupied orbital energy: -0.2948 Eh
HOMO-LUMO gap: 8.075 eV
LUMO: 0.05 eV
charge: 0


C27H37Ge2O2SV as an isolated structure. Source: the OMol25 dataset; level of theory: the ωB97M-V functional and the def2-TZVPD basis.

Last column: Löwdin spin population.
Cartesian coordinates (Å):
1 V 10.972 9.937 13.872  1.087
2 C 10.638 6.194 17.078  -0.006
3 C 9.945 6.442 15.748  -0.013
4 Ge 10.270 8.411 15.549  -0.059
5 C 9.704 9.663 17.047  -0.007
6 C 10.660 9.671 18.231  -0.003
7 C 12.268 8.862 14.824  -0.023
8 C 13.245 8.327 13.926  0.002
9 Ge 13.131 7.877 11.953  0.001
10 C 13.412 9.638 10.915  0.001
11 C 14.712 9.774 10.123  0.000
12 C 13.776 6.028 11.353  0.000
13 C 15.268 5.710 11.474  0.000
14 C 14.608 8.275 14.407  -0.001
15 C 15.760 8.213 13.524  -0.001
16 C 17.052 8.182 14.046  0.000
17 C 17.231 8.222 15.436  -0.002
18 C 16.155 8.252 16.314  0.000
19 C 14.884 8.251 15.811  -0.001
20 H 10.664 5.134 17.313  -0.002
21 H 10.155 6.723 17.895  0.000
22 H 11.695 6.523 17.027  -0.001
23 H 8.862 6.256 15.718  0.000
24 H 10.432 5.951 14.910  0.000
25 H 8.698 9.298 17.262  0.000
26 H 9.552 10.660 16.618  0.001
27 H 10.832 8.672 18.639  0.000
28 H 10.260 10.288 19.037  -0.001
29 H 11.626 10.104 17.950  0.000
30 H 12.649 9.401 15.702  -0.001
31 H 13.345 10.445 11.644  0.000
32 H 12.544 9.696 10.257  0.000
33 H 15.578 9.775 10.777  0.000
34 H 14.735 10.721 9.589  0.000
35 H 14.815 8.960 9.387  0.000
36 H 13.415 5.990 10.322  0.000
37 H 13.177 5.336 11.947  0.000
38 H 15.870 6.418 10.920  0.000
39 H 15.456 4.700 11.091  0.000
40 H 15.565 5.746 12.512  0.000
41 H 15.620 8.261 12.456  0.000
42 H 17.925 8.145 13.391  0.000
43 H 18.237 8.231 15.840  0.000
44 H 16.325 8.208 17.387  0.000
45 H 14.061 8.135 16.497  0.000
46 C 6.740 9.623 7.200  0.000
47 C 7.688 9.184 8.265  -0.001
48 C 7.400 9.602 9.549  0.000
49 C 8.209 9.228 10.601  0.000
50 C 7.795 9.751 11.970  0.001
51 C 9.379 8.399 10.393  -0.002
52 C 9.564 7.852 9.093  0.000
53 C 10.616 6.864 8.644  0.000
54 C 8.726 8.279 8.085  -0.001
55 C 10.408 8.302 11.342  0.004
56 O 11.366 7.507 11.399  0.002
57 O 10.442 9.252 12.304  0.003
58 H 6.125 10.444 7.588  0.000
59 H 6.080 8.789 6.951  0.000
60 H 7.237 9.933 6.285  0.000
61 H 6.553 10.234 9.742  0.000
62 H 8.205 10.749 12.133  0.000
63 H 8.133 9.105 12.776  0.000
64 H 6.728 9.771 12.053  0.000
65 H 10.522 5.908 9.146  0.000
66 H 11.654 7.177 8.739  0.000
67 H 10.441 6.672 7.585  0.000
68 H 8.896 7.961 7.065  0.000
69 S 10.418 13.745 13.922  0.022
70 C 10.713 12.244 13.926  -0.001

Forces on the atoms, in the same order (eV/Å):
-0.334 1.520 -1.764
0.565 -0.065 0.071
-0.095 1.258 -0.416
-0.611 -1.013 0.671
0.332 -0.371 -0.901
0.179 0.020 0.179
0.444 -0.066 -0.324
0.058 0.319 0.993
0.798 -0.219 -1.232
0.080 -0.870 0.590
-0.096 -0.609 -0.165
-0.088 1.029 0.446
-0.601 -0.047 -0.125
1.122 -0.150 -0.119
-0.554 0.172 1.204
-0.530 0.108 -0.092
0.380 0.110 -0.344
0.148 -0.216 0.094
-0.568 -0.084 -0.606
-0.103 -0.146 0.066
-0.066 -0.112 0.102
-0.357 -0.156 0.127
0.352 -0.023 0.148
-0.052 -0.114 -0.042
-0.005 -0.151 0.213
0.150 -0.047 0.064
-0.013 0.190 -0.052
-0.035 -0.019 -0.063
-0.078 -0.086 0.089
0.067 -0.197 0.080
-0.123 0.081 0.122
-0.054 -0.017 -0.007
0.169 -0.074 0.051
-0.109 0.041 -0.082
0.057 0.342 0.240
0.032 0.010 0.085
-0.073 0.028 -0.048
0.225 0.054 -0.212
0.001 0.251 0.065
0.233 -0.141 0.283
0.076 -0.060 -0.254
-0.367 0.033 0.161
-0.030 -0.080 -0.078
-0.039 0.060 -0.214
-0.153 0.110 0.165
0.058 0.135 0.026
-0.716 -0.138 -0.131
0.885 -0.362 1.135
0.170 0.432 0.780
0.671 -0.473 -0.132
-0.784 0.213 -0.489
0.318 -0.274 -0.875
-0.138 -0.096 -0.131
0.004 0.303 -0.582
-0.635 1.809 1.097
0.421 -1.342 -0.446
-0.114 -0.020 0.338
0.110 -0.202 -0.322
-0.028 -0.009 -0.054
0.076 0.000 -0.081
-0.244 0.122 0.049
-0.129 0.097 0.016
0.049 -0.080 0.048
-0.618 0.267 -0.154
-0.048 -0.145 0.285
0.008 0.292 0.195
0.149 -0.023 0.121
0.114 -0.271 0.053
0.577 -2.602 -0.003
-0.490 1.768 0.091

## Properties
2S+1: 2
highest occupied orbital energy (spin up / spin down): -0.6145 / -0.6145 Eh
HOMO-LUMO gap (spin up / spin down): 6.161 / 6.211 eV
LUMO (spin up / spin down): -10.56 / -10.51 eV
charge: +3
<S²>: 0.7852


A 2-piece molecular cluster, C4H10NO3 overall. Source: the OMol25 dataset; level of theory: the ωB97M-V functional and the def2-TZVPD basis.

Last column: Löwdin charge in e.
Cartesian coordinates (Å):
1 O -0.479 1.312 -0.659  -0.203
2 C -0.013 0.150 -1.009  -0.526
3 C -0.814 -1.108 -0.537  -0.317
4 C -2.180 -0.740 0.040  -0.074
5 N 0.037 -1.784 0.463  -0.025
6 C 1.383 -1.234 0.395  -0.302
7 O 1.351 -0.124 -0.428  -0.106
8 H 0.146 0.030 -2.090  0.112
9 H -0.986 -1.845 -1.305  0.105
10 H -2.360 -1.198 1.027  0.060
11 H -2.959 -0.977 -0.699  0.066
12 H -2.187 0.320 0.294  0.056
13 H -0.292 -1.834 1.414  0.078
14 H 1.695 -0.942 1.400  0.106
15 H 2.021 -2.034 -0.026  0.096
16 H -0.107 2.392 1.562  0.024
17 H 0.748 2.338 0.378  -0.006
18 O 0.708 2.834 1.226  -0.144

Forces on the atoms, in the same order (eV/Å):
0.134 -0.048 0.067
-0.192 -0.004 -0.041
-0.245 -0.365 1.724
0.046 0.179 0.443
0.035 -0.264 0.123
-0.689 -0.357 -0.375
0.373 0.202 -0.358
0.268 0.080 -0.437
0.142 -0.024 -0.843
-0.168 -0.524 -0.551
-0.064 0.107 0.519
0.032 0.221 -0.528
-0.410 0.463 -0.173
0.406 -0.148 0.197
0.412 0.398 0.149
0.857 0.582 -0.341
-0.214 0.045 -0.044
-0.723 -0.543 0.470

## Properties
2S+1: 1
highest occupied orbital energy: -0.1293 Eh
HOMO-LUMO gap: 7.632 eV
LUMO: 4.11 eV
charge: -1


A 2-piece molecular cluster, C4H14N2O overall. Source: the OMol25 dataset; level of theory: the ωB97M-V functional and the def2-TZVPD basis.

Last column: Löwdin charge in e.
Cartesian coordinates (Å):
1 C -1.343 0.183 0.771  -0.108
2 C -0.105 1.081 0.694  -0.144
3 C 1.173 0.318 0.348  -0.057
4 C 2.316 0.587 0.971  -0.028
5 N 3.409 -0.466 0.839  0.206
6 N -2.277 0.348 -0.398  0.183
7 H -0.989 -0.845 0.727  0.132
8 H -1.923 0.326 1.678  0.145
9 H -0.171 1.826 -0.104  0.135
10 H 0.052 1.588 1.637  0.127
11 H 1.087 -0.222 -0.583  0.139
12 H 2.782 1.518 1.260  0.150
13 H 3.045 -1.415 0.936  0.172
14 H 3.994 -0.343 0.010  0.181
15 H 3.956 -0.421 1.710  0.181
16 H -2.794 -0.518 -0.603  0.144
17 H -2.981 1.069 -0.208  0.184
18 H -1.824 0.598 -1.278  0.156
19 H -3.186 -1.253 -2.930  0.072
20 H -2.039 -2.319 -2.801  0.076
21 O -2.413 -1.515 -2.415  -0.048

Forces on the atoms, in the same order (eV/Å):
0.636 -0.412 -0.387
0.909 0.465 -0.602
-0.950 1.596 0.556
0.872 -1.443 -1.374
-0.182 0.474 0.831
-0.687 0.300 0.191
-0.348 -0.169 0.151
0.028 0.042 -0.026
-0.511 0.308 0.168
-0.162 0.254 0.074
0.267 -1.456 0.462
-0.810 0.089 1.184
-0.302 -0.081 -0.777
0.294 -0.252 0.084
0.472 0.419 -0.471
0.259 -0.070 -0.069
0.151 0.042 0.004
0.174 -0.149 0.020
0.120 -0.428 -0.309
-0.356 0.177 -0.084
0.124 0.294 0.375

## Properties
2S+1: 1
highest occupied orbital energy: -0.6664 Eh
HOMO-LUMO gap: 10.832 eV
LUMO: -7.30 eV
charge: +2


So what do the calculations give for ΔE to the lowest compared entry with this formula, charge and spin? Going down the list: 211.72, 66.67, 152.95, 404.22, 626.06, 0.00, 247.06, 114.62 kJ/mol.